Record 1
Density functional theory data (ωB97M-V/def2-TZVPD) for a 6-piece molecular cluster, C11H34BrN8O5 overall at a distorted geometry.

```
59
Properties=species:S:1:pos:R:3:forces:R:3
Br 1.68630 0.34039 0.76180 0.03 0.27 0.08
C 3.95700 -1.75750 3.44945 1.18 -0.51 4.60
O 4.61396 -2.58242 4.03160 1.50 -2.20 1.15
N 3.72398 -1.70594 2.23537 -0.23 -1.59 -8.40
N 3.38375 -0.76647 4.05695 -2.07 4.01 3.51
H 3.11614 -1.01652 1.81664 -0.26 -0.18 -0.28
H 4.01738 -2.52522 1.72274 -0.15 0.34 -0.31
H 2.89702 -0.04990 3.53761 -0.05 -0.12 0.22
H 3.41337 -0.69227 5.06379 0.15 -0.05 -0.41
C 1.80510 4.56692 0.43494 1.03 1.81 -1.45
O 1.92500 5.76218 0.26558 0.17 1.59 -0.30
N 1.27725 4.03560 1.48709 -2.22 -0.48 4.16
N 2.19127 3.61912 -0.38054 0.99 -1.65 -2.18
H 1.26415 3.03399 1.61637 -0.24 0.22 0.46
H 0.89952 4.71006 2.13710 -0.04 -0.65 0.16
H 1.90211 2.71696 -0.03040 0.72 -0.68 -1.25
H 2.75215 3.80419 -1.19984 -0.40 -0.26 0.30
C 5.58531 0.37872 -1.30682 1.47 1.63 -1.34
O 6.52854 0.43256 -2.08032 0.60 0.36 -1.07
N 4.66369 1.30032 -1.13318 -1.50 2.19 -0.62
N 5.46954 -0.57668 -0.45240 0.16 -3.72 2.27
H 3.99635 1.14981 -0.39014 -0.32 0.68 -0.29
H 4.75064 2.15052 -1.67141 -0.35 -0.25 0.33
H 4.66155 -0.63965 0.15033 0.54 -0.43 0.17
H 6.28710 -1.16970 -0.45753 -0.64 -0.40 0.53
C -4.75898 -0.56557 1.25168 -0.37 0.75 0.31
C -3.75977 -0.70877 2.41437 -0.61 -0.11 -2.63
C -3.33227 0.71725 2.87196 0.75 -1.13 0.01
O -2.95129 1.65225 1.85563 -1.32 -0.36 0.81
C -1.81525 1.29985 1.10661 -0.21 -0.32 -0.47
N -4.45960 -1.48561 3.40986 0.18 0.06 1.44
H -5.54563 0.04920 1.68911 -0.17 0.43 -0.38
H -5.30999 -1.44364 0.91479 0.56 -0.52 0.20
H -4.32325 -0.08254 0.37708 -0.07 0.11 0.12
H -2.91074 -1.25742 2.00665 0.52 0.09 0.19
H -2.46850 0.52566 3.50858 0.27 0.31 0.40
H -4.13822 1.09838 3.49909 -0.03 0.46 -0.33
H -1.72007 2.01199 0.28692 0.18 0.42 0.36
H -1.97618 0.36263 0.57385 0.20 -0.43 0.27
H -0.91259 1.25327 1.71582 0.06 -0.04 -0.09
H -3.86370 -1.66263 4.20590 0.19 0.29 0.41
H -4.64244 -2.42767 3.09492 -0.18 0.04 -0.57
C -2.44074 -1.41659 -1.72072 1.13 -1.60 -1.53
C -1.10504 -1.25573 -2.62593 -0.93 1.41 2.45
C -1.36715 -1.09122 -4.11435 0.26 -1.59 0.37
O -1.74836 -2.42171 -4.53275 -0.13 0.69 0.44
C -2.08709 -2.51016 -5.88198 0.56 -0.01 -0.04
N -0.45674 -0.07015 -2.04909 -0.37 0.66 -0.86
H -3.03244 -2.27490 -2.03899 -0.15 -0.07 -0.21
H -3.09736 -0.54787 -1.76843 0.30 0.23 0.00
H -2.14148 -1.66082 -0.70146 0.07 0.41 0.06
H -0.34873 -1.99543 -2.36339 -0.63 -0.90 -0.80
H -0.47119 -0.77532 -4.64873 0.34 -0.11 0.07
H -2.11132 -0.32989 -4.34823 -0.51 -0.07 0.19
H -1.29023 -2.04340 -6.46098 -0.04 0.20 -0.45
H -3.04327 -2.02920 -6.08812 -0.16 0.02 -0.19
H -2.09866 -3.56503 -6.15625 -0.27 0.01 0.03
H 0.17790 -0.32369 -1.30543 0.07 0.14 0.14
H -1.21777 0.45527 -1.64305 0.46 0.59 0.22
```
Positions in Å, forces in eV/Å.

LUMO energy   2.533 eV
2S+1   1
Energy relative to the best compared isomer or geometry (same formula, charge and spin)   218.8 kJ/mol
HOMO-LUMO gap   9.170 eV
HOMO level   -6.64 eV
Total charge   -1


Record 2
Density functional theory data (ωB97M-V/def2-TZVPD) for C11H34BrNO13S as an isolated structure at a distorted geometry.

```
61
Properties=species:S:1:pos:R:3:forces:R:3
N 0.73659 -2.19103 -0.02595 -2.08 -3.83 -1.24
C 1.06546 -1.18271 0.32957 2.92 3.98 0.72
O 1.77752 -0.10783 0.61095 -1.98 -1.09 1.09
C 1.28952 0.50316 1.82468 0.27 0.91 0.25
O 2.15840 1.65157 1.88536 0.91 -1.87 0.06
S 3.61800 0.91854 2.23729 3.52 1.08 1.98
O 4.54435 0.83942 1.16223 -1.63 -1.08 -1.34
O 4.24209 1.56717 3.33948 -1.50 0.50 0.65
O 3.10195 -0.53684 2.85025 -0.75 0.91 -1.30
C 1.71606 -0.21105 3.16138 0.37 0.90 -0.91
Br 0.59217 -1.60672 3.82657 0.71 0.40 -0.35
H 0.23582 0.81409 1.76340 0.44 -0.12 -0.11
H 1.86229 0.65891 3.83038 -1.16 -0.86 0.56
C -3.36245 -2.88534 -0.39476 0.39 0.12 0.05
O -2.53879 -2.67158 0.74676 -0.12 0.04 0.10
H -4.37399 -3.09828 -0.05370 0.04 0.01 0.03
H -3.37413 -1.98902 -1.02033 -0.15 -0.09 -0.14
H -2.99025 -3.73653 -0.97024 -0.15 0.01 -0.12
H -1.64881 -2.48503 0.42713 0.05 -0.08 0.08
C -0.28220 1.28064 -2.17488 0.08 0.17 0.08
O -0.07841 1.23778 -0.76303 -0.16 0.12 0.08
H -0.81204 0.37980 -2.47402 -0.01 0.02 0.08
H -0.88107 2.15460 -2.43882 -0.02 -0.07 -0.16
H 0.68141 1.31991 -2.68887 -0.07 -0.03 -0.13
H 0.39088 2.04284 -0.51799 -0.03 -0.06 -0.07
C -2.01793 -1.40641 -4.61663 -0.15 0.24 -0.31
O -3.13948 -0.57608 -4.31629 -0.04 -0.01 0.16
H -1.60282 -1.78333 -3.68341 -0.12 0.02 0.03
H -2.33581 -2.24935 -5.23620 0.17 -0.11 0.05
H -1.25878 -0.82364 -5.14203 0.11 -0.21 0.03
H -3.49036 -0.25448 -5.15253 0.01 0.01 0.11
C -6.72706 -3.17148 2.07064 0.44 0.13 0.03
O -5.89381 -2.95651 3.20446 -0.08 0.01 0.06
H -7.73690 -3.38256 2.41606 0.04 -0.03 0.01
H -6.73967 -2.27494 1.44471 -0.15 -0.09 -0.14
H -6.35780 -4.02429 1.49541 -0.19 0.00 -0.13
H -5.00549 -2.77184 2.87905 -0.05 -0.03 0.09
C -10.42393 -2.53996 3.85941 0.34 -0.07 0.09
O -9.72206 -3.71933 4.23366 -0.01 0.02 -0.05
H -11.47364 -2.79224 3.72654 0.04 -0.07 0.02
H -10.33267 -1.78262 4.64219 -0.12 0.11 -0.09
H -10.02714 -2.14667 2.91913 -0.14 0.14 -0.01
H -8.79634 -3.47669 4.34773 -0.07 -0.11 0.08
C 7.55741 3.18252 0.42643 -0.28 -0.34 0.07
O 7.28067 2.14299 1.35370 0.14 0.07 -0.02
H 8.41607 3.74582 0.78775 -0.02 -0.03 0.01
H 7.79279 2.75839 -0.55356 0.05 0.21 -0.08
H 6.69477 3.85040 0.34671 0.11 0.14 -0.14
H 6.51943 1.65361 1.02073 0.04 0.01 0.21
C 10.18396 5.21462 2.93230 -0.31 -0.34 0.06
O 9.90284 4.17003 3.85523 0.03 0.04 0.00
H 11.04047 5.77733 3.29724 -0.02 -0.06 0.05
H 10.42205 4.79164 1.95221 0.06 0.20 -0.08
H 9.32136 5.88201 2.85188 0.11 0.14 -0.14
H 9.14313 3.68142 3.51816 0.08 -0.03 0.09
C 0.06949 0.31029 -7.88700 0.14 0.23 0.17
O 0.28094 0.28315 -6.47823 0.01 0.04 -0.03
H -0.46146 -0.59513 -8.17258 0.02 0.00 0.09
H -0.53118 1.18128 -8.16079 -0.02 -0.06 -0.16
H 1.02763 0.34545 -8.41052 -0.08 -0.04 -0.15
H 0.75097 1.09015 -6.24438 -0.03 -0.11 0.05
```
Positions in Å, forces in eV/Å.

LUMO energy   0.030 eV
2S+1   1
HOMO-LUMO gap   10.140 eV
HOMO level   -10.11 eV
Total charge   0


Record 3
Density functional theory data (ωB97M-V/def2-TZVPD) for C11H34N8NaO9S as an isolated structure at a distorted geometry.

```
64
Properties=species:S:1:pos:R:3:forces:R:3
Na 0.08958 -0.09076 -0.48792 0.62 0.26 -0.16
S -2.62233 -2.01472 -1.21247 2.44 1.81 -0.17
O -2.44262 -3.42478 -0.95848 -0.36 -1.39 0.18
O -3.89083 -1.85207 -1.92234 -0.51 -0.08 -0.45
O -2.68548 -1.25657 0.03010 -0.70 0.08 0.48
O -1.43137 -1.50718 -1.97338 -1.74 0.07 0.39
C -2.79525 1.94077 -1.84527 -0.30 1.01 -1.57
C -2.02659 2.69361 -0.79496 -3.18 -1.37 -0.27
C -3.07312 3.64698 -0.13729 3.06 -0.82 0.43
O -2.26529 4.24387 0.95111 -1.65 0.48 -1.74
C -3.03168 5.21779 1.62813 -0.26 -0.37 0.53
N -1.65544 1.63579 0.12223 1.47 0.95 1.89
H -3.55542 1.28088 -1.42719 0.19 -0.09 0.02
H -2.13634 1.41968 -2.53981 -0.11 -0.25 0.12
H -3.31346 2.71950 -2.40486 -0.29 -0.25 -0.62
H -1.25175 3.28364 -1.28442 0.49 -0.24 0.60
H -3.90219 3.05906 0.25652 -0.11 0.05 0.23
H -3.43121 4.29087 -0.94058 0.05 0.86 0.51
H -3.66381 5.82414 0.97941 0.26 0.16 -0.35
H -2.37343 5.86187 2.21119 -0.01 -0.10 -0.02
H -3.72501 4.68602 2.27978 -0.13 0.15 0.44
H -1.73540 2.11563 1.00736 1.12 -0.02 0.80
H -2.36135 0.93367 0.29203 -0.50 -0.26 -1.08
C -0.17962 -1.61095 3.73268 1.22 -0.64 -0.25
C 0.74127 -1.35983 2.48717 -1.38 -2.05 1.23
C 1.90072 -2.34061 2.31412 0.86 2.83 1.29
O 1.52539 -3.65822 2.37125 0.22 -1.09 -0.68
C 2.64929 -4.50835 2.51853 -0.81 -1.20 0.77
N -0.10478 -1.61394 1.33987 -0.50 1.41 -0.86
H -1.11783 -1.07455 3.59080 0.09 0.14 0.24
H 0.31595 -1.34525 4.66644 -0.12 0.29 0.14
H -0.38969 -2.67845 3.79923 -0.21 -0.03 -0.06
H 1.12345 -0.35234 2.65151 0.09 0.05 -1.11
H 2.58634 -2.07495 3.11876 0.38 -0.38 0.59
H 2.45440 -2.00617 1.43681 -0.17 -0.55 -0.67
H 2.29539 -5.53868 2.55441 -0.44 -0.02 -0.22
H 3.05030 -4.38759 3.52486 0.62 0.47 -0.09
H 3.40289 -4.52605 1.73122 0.02 0.82 -0.09
H -1.05926 -1.36795 1.56021 -0.17 -0.06 -0.21
H -0.12453 -2.58572 1.06534 0.25 -0.18 0.17
C 2.21480 2.30013 1.60684 -1.88 -1.57 -2.55
O 1.79792 1.32414 1.03541 -0.76 -2.85 -0.40
N 2.40080 2.40055 2.86795 1.13 0.09 5.76
N 2.34444 3.37741 0.90804 1.05 4.56 -2.26
H 2.01876 1.70801 3.49606 0.34 0.01 -0.33
H 2.84411 3.20111 3.29538 -0.24 -0.21 -0.15
H 1.89571 3.36808 0.00324 0.33 -0.03 0.10
H 2.48450 4.26924 1.36093 -0.13 -0.10 -0.31
C 1.87573 -2.82568 -2.00482 -2.79 2.19 1.11
O 2.18328 -1.96651 -1.21649 0.91 1.37 1.28
N 0.64862 -2.98125 -2.49079 -1.08 -1.41 -1.22
N 2.64511 -3.72333 -2.53317 3.60 -2.81 -1.22
H -0.21892 -2.56709 -2.18103 0.08 0.23 0.14
H 0.64525 -3.75876 -3.13542 -1.19 0.48 -0.02
H 3.57499 -3.78717 -2.14413 -0.18 -0.42 -0.22
H 2.11590 -4.53220 -2.82603 1.22 -0.32 0.08
C 1.21958 0.45069 -3.56501 -3.28 0.37 3.15
O 1.21827 0.97060 -2.47902 1.03 1.35 3.36
N 0.23626 -0.34040 -3.86412 -2.47 -2.58 -2.09
N 1.97581 0.76125 -4.52487 4.60 1.63 -5.37
H -0.45800 -0.62630 -3.18857 0.06 0.01 -0.09
H 0.18386 -0.70704 -4.80376 -0.25 -0.30 0.42
H 2.68337 1.47772 -4.44657 -0.29 -0.23 0.25
H 1.67999 0.52870 -5.46216 0.39 0.07 0.20
```
Positions in Å, forces in eV/Å.

LUMO energy (spin up / spin down)   0.147 / -2.958 eV
⟨S²⟩   0.7629
2S+1   2
HOMO-LUMO gap (spin up / spin down)   8.938 / 5.831 eV
HOMO level (spin up / spin down)   -8.79 / -8.79 eV
Total charge   0


Record 4
Density functional theory data (ωB97M-V/def2-TZVPD) for a 6-piece molecular cluster, C11H34O10 overall at a distorted geometry.

```
55
Properties=species:S:1:pos:R:3:forces:R:3
C -0.36672 1.67268 3.25580 0.01 0.36 -0.13
O -1.13189 2.83801 3.57985 -0.33 -0.03 -0.12
H 0.45036 1.54848 3.96381 0.04 -0.22 -0.02
H -1.04768 0.82638 3.28705 0.01 -0.04 0.19
H 0.01685 1.72615 2.23251 0.12 0.09 0.07
H -0.56766 3.56188 3.86268 0.13 -0.13 -0.06
C 2.58762 -1.75851 2.72805 -0.79 1.59 -0.80
C 3.32711 -3.02807 2.64681 0.74 -0.98 -0.18
O 3.10212 -3.74152 3.85946 0.04 -0.06 -0.01
O 3.03812 -0.95608 3.80291 0.15 0.09 0.12
H 1.49279 -1.81481 2.74247 0.07 -0.72 0.36
H 2.74862 -1.18190 1.80434 0.33 -0.11 0.15
H 4.39601 -2.79837 2.52697 -0.07 0.06 0.17
H 3.06927 -3.64191 1.77653 -0.37 0.17 0.02
H 3.66233 -4.52208 3.85109 -0.02 -0.03 0.13
H 3.13337 -1.53638 4.56732 -0.06 0.00 0.01
C 4.64992 1.16297 0.38815 -0.05 -0.48 0.64
C 3.22914 1.60771 0.73743 0.05 0.61 -0.16
O 2.31829 1.19682 -0.28926 0.06 -0.13 0.13
O 4.91521 1.27253 -0.97838 0.03 0.25 -0.43
H 4.80545 0.13020 0.74086 -0.08 0.05 -0.16
H 5.37605 1.77616 0.92536 -0.07 0.05 0.00
H 3.19098 2.69922 0.82563 0.04 -0.08 0.01
H 2.91440 1.18982 1.69441 0.00 -0.10 -0.01
H 2.02391 1.97780 -0.76368 -0.02 -0.03 0.00
H 4.09728 1.03734 -1.43660 0.07 -0.10 0.03
C -1.98653 2.79206 -1.08257 0.41 -0.58 0.30
C -2.32306 3.45344 0.23284 0.09 -0.35 -0.27
O -2.70042 2.48600 1.19693 -0.15 0.03 -0.19
O -3.12651 2.22589 -1.69241 -0.27 0.24 -0.53
H -1.25160 1.97580 -0.99820 0.22 0.32 0.46
H -1.52929 3.55922 -1.71113 -0.36 -0.07 -0.38
H -3.16849 4.10518 -0.02618 0.13 0.27 0.43
H -1.45836 4.02175 0.58373 -0.09 0.20 -0.02
H -2.38786 2.78176 2.06131 0.02 -0.01 0.17
H -3.72760 1.90082 -1.01449 0.12 -0.04 0.14
C -3.34402 -2.01271 -4.45228 -0.43 0.17 0.36
C -3.14745 -2.55411 -5.84180 -0.48 -0.33 -0.26
O -4.42868 -2.94081 -6.36199 0.23 0.12 0.11
O -2.06331 -1.73674 -3.91664 0.01 -0.10 0.01
H -3.90867 -2.74507 -3.86133 0.28 -0.13 -0.03
H -3.97504 -1.11419 -4.44127 0.15 0.04 -0.26
H -2.50411 -3.43490 -5.76983 0.17 0.12 -0.04
H -2.69058 -1.80531 -6.49340 0.14 0.00 0.06
H -4.26902 -3.52408 -7.10808 -0.09 0.04 -0.03
H -2.08265 -1.89729 -2.96730 0.06 0.10 0.14
C -0.21050 -0.86677 0.60263 0.85 -0.66 -0.76
C -1.66815 -0.76739 0.22305 -0.94 0.91 1.18
O -1.91542 -0.94763 -1.15461 0.01 -0.63 -0.40
H 0.12824 -0.49478 1.56779 -0.63 0.18 0.15
H 0.39631 -0.34564 -0.14133 -0.03 0.07 0.04
H 0.11431 -1.91379 0.56479 -0.05 0.06 -0.07
H -2.11507 0.17856 0.56165 0.37 0.14 -0.21
H -2.28492 -1.48368 0.77479 0.23 -0.37 -0.31
H -1.80281 -0.14008 -1.66623 0.01 0.20 0.25
```
Positions in Å, forces in eV/Å.

LUMO energy   0.255 eV
2S+1   1
Energy relative to the best compared isomer or geometry (same formula, charge and spin)   111.5 kJ/mol
HOMO-LUMO gap   10.112 eV
HOMO level   -9.86 eV
Total charge   0


Computed E (eV) in order:
-104163.05724 -120935.88856 -57558.96841 -32430.38408